# 1
The following is a quantum chemistry calculation of a cluster of 3 separate species, C4H13NO3 in total at a distorted geometry, from the OMol25 dataset.

Computed properties:
Total energy, Ha: -440.6263
SMILES string: CN(C)CC=O.O.O
Frontier orbital gap, eV: 10.08

```
21
Properties=species:S:1:pos:R:3:forces:R:3
C 0.15064 -2.58317 0.71100 0.56 -0.40 -0.25
N -0.21060 -1.17279 0.56471 -0.09 -0.80 0.66
C -0.53604 -0.65167 1.90557 0.30 -0.86 -0.41
C -1.33966 -0.97739 -0.32180 -0.33 0.35 -0.29
C -1.13848 -1.55196 -1.70484 0.20 0.05 -0.17
O -1.85756 -1.32813 -2.63854 -0.31 -0.16 0.18
H 0.21488 -3.09939 -0.24672 -0.26 0.08 0.03
H 1.16384 -2.67656 1.10708 -0.05 0.23 0.23
H -0.50404 -3.15945 1.37232 -0.28 0.06 -0.02
H 0.06901 -1.15470 2.65745 0.17 0.04 -0.06
H -1.58039 -0.82218 2.18562 -0.11 0.04 -0.12
H -0.29796 0.37654 1.92435 -0.02 1.31 0.22
H -1.41972 0.06660 -0.58180 0.08 0.64 0.20
H -2.31353 -1.18446 0.14346 -0.02 -0.66 -0.19
H -0.19866 -2.11281 -1.85907 0.01 -0.02 -0.05
H 0.93996 0.17170 -0.99958 -0.43 -0.61 -0.42
H 0.86788 1.57267 -1.19869 -0.32 0.51 -0.68
O 0.57309 0.77892 -1.67000 0.92 0.22 1.14
H 2.94771 6.82875 0.09466 0.13 0.43 0.08
H 1.98418 6.54377 -1.07765 0.07 0.17 0.05
O 2.48545 6.13570 -0.36755 -0.20 -0.61 -0.13
```
Positions in Å, forces in eV/Å.

Atomic partial charges in e from the natural (NBO) method, atoms 1 to 2: -0.426, -0.450



# 2
The following is a quantum chemistry calculation of a cluster of 3 separate species, C4H13NO3 in total at a distorted geometry, from the OMol25 dataset.

Computed properties:
Total energy, Ha: -440.6879
SMILES string: CCCNC=O.O.O
Frontier orbital gap, eV: 10.96

```
21
Properties=species:S:1:pos:R:3:forces:R:3
C 0.27493 -1.59350 -1.49435 -1.06 -0.08 0.06
N 0.72884 -0.48613 -2.11080 0.79 0.20 -0.05
C 0.79394 0.81102 -1.44692 -0.56 0.09 -0.30
C 2.19972 1.34198 -1.25368 0.65 -0.93 -0.01
C 2.26753 2.42477 -0.19501 0.52 -0.05 -0.27
O -0.41492 -1.58992 -0.49019 0.35 0.12 0.19
H 0.43830 -2.54304 -2.01790 0.39 0.07 -0.22
H 1.35639 -0.60536 -2.88900 -0.06 -0.19 -0.08
H 0.13879 1.50840 -1.97791 0.21 0.13 -0.08
H 0.33592 0.68272 -0.47974 -0.12 -0.15 0.40
H 2.83420 0.49850 -0.96686 -0.14 -0.15 0.43
H 2.71124 1.63039 -2.18120 -0.55 0.45 -0.07
H 3.30775 2.73534 -0.09973 -0.08 0.36 -0.02
H 1.96451 2.10526 0.79898 -0.24 -0.28 -0.06
H 1.64091 3.25014 -0.50001 -0.03 0.49 0.08
H -1.74790 -1.06194 0.83407 -0.08 -0.78 0.34
H -3.07625 -0.47051 0.83467 -0.45 -0.30 0.37
O -2.60536 -1.18324 1.29357 0.51 1.10 -0.59
H -2.23637 -0.26175 3.50233 -0.11 -0.13 -0.05
H -3.03482 0.59791 4.48621 -0.04 -0.01 -0.04
O -2.27131 0.01881 4.42632 0.12 0.04 -0.04
```
Positions in Å, forces in eV/Å.

Atomic partial charges in e from the natural (NBO) method, atoms 1 to 2: 0.536, -0.596



# 3
The following is a quantum chemistry calculation of a cluster of 4 separate species, C4H13NO3 in total at a distorted geometry, from the OMol25 dataset.

Computed properties:
Total energy, Ha: -440.6228
SMILES string: C=C/C=C/N.O.O.O
Frontier orbital gap, eV: 7.83

```
21
Properties=species:S:1:pos:R:3:forces:R:3
N 2.47391 -1.45528 0.07970 0.33 -1.10 0.81
C 1.93834 -0.19051 0.01450 0.16 -0.04 -1.08
C 0.84521 0.17977 -0.68499 0.87 -1.18 0.90
C 0.46989 1.53455 -0.91493 -1.04 2.26 -0.19
C 1.13424 2.69565 -0.70221 -0.15 -2.38 -0.67
H 3.18126 -1.58959 0.78722 0.04 0.28 -0.09
H 1.92559 -2.31264 0.04091 -0.42 0.77 -0.38
H 2.65694 0.53410 0.37252 -0.22 0.31 0.26
H 0.24236 -0.64551 -1.04158 -0.20 0.17 -0.27
H -0.53129 1.71163 -1.31500 -0.04 -0.43 0.14
H 0.62393 3.60178 -0.97281 0.45 0.40 0.21
H 2.18273 2.54278 -0.48671 0.17 1.02 0.32
H -1.96154 -0.45066 -0.71662 0.96 0.46 0.26
H -3.28499 0.08454 -1.18334 0.08 -0.31 0.20
O -2.81963 -0.74076 -0.98265 -0.95 -0.22 -0.49
H -1.51923 -2.29536 0.42290 0.12 0.21 -0.49
H -0.68340 -2.97427 1.42120 0.52 0.21 -0.28
O -0.58013 -2.39946 0.64147 -0.81 -0.49 0.79
H -2.58038 0.96871 2.29093 -0.39 0.16 0.51
H -1.53994 0.23154 1.49852 -0.15 0.45 -0.19
O -2.17386 0.96899 1.43097 0.67 -0.55 -0.27
```
Positions in Å, forces in eV/Å.

Atomic partial charges in e from the natural (NBO) method, atoms 1 to 2: -0.796, 0.073



# 4
The following is a quantum chemistry calculation of a cluster of 3 separate species, C4H13NO3S2 in total at a distorted geometry, from the OMol25 dataset.

Computed properties:
Total energy, Ha: -1237.0608
SMILES string: C[C@@H](CSS)NC=O.O.O
Frontier orbital gap, eV: 9.73

```
23
Properties=species:S:1:pos:R:3:forces:R:3
S -2.42227 -0.45809 2.57671 0.20 -0.10 -0.06
S -2.09137 -1.76323 1.01667 0.01 0.15 -0.06
C -1.72927 -0.70391 -0.42782 -0.38 0.08 0.47
C -0.45125 0.14940 -0.30190 -0.31 -0.84 -0.73
C -0.70012 1.48197 0.38750 0.93 0.43 -0.24
N 0.03234 0.37547 -1.66955 0.46 -0.15 -0.09
C 0.86081 -0.49650 -2.29864 -0.45 -0.22 0.49
O 1.30209 -1.49475 -1.76299 -0.09 -0.03 -0.45
H -3.75215 -0.30198 2.50204 -0.10 -0.07 -0.15
H -2.60581 -0.08392 -0.61653 0.01 0.13 -0.05
H -1.66582 -1.40159 -1.26620 0.22 -0.09 0.17
H 0.28474 -0.50701 0.15718 0.20 0.30 0.35
H -0.16160 1.62066 1.32279 -0.21 -0.38 0.21
H -0.27639 2.26376 -0.25131 -0.31 0.14 0.00
H -1.75291 1.66096 0.53737 -0.20 0.16 0.11
H -0.06354 1.27626 -2.08827 -0.32 0.35 -0.20
H 1.02168 -0.25942 -3.36235 0.28 0.13 0.13
H 1.84481 -2.79445 -0.46416 -0.06 -0.23 0.06
H 2.09324 -3.98211 0.55715 -0.26 -0.07 -0.27
O 2.33937 -3.09110 0.31067 0.36 0.33 0.29
H 2.48755 2.97450 2.48357 -0.12 -0.06 -0.01
H 2.40767 2.59564 0.98659 0.13 0.07 0.34
O 2.99821 2.93944 1.67147 -0.01 -0.02 -0.33
```
Positions in Å, forces in eV/Å.

Atomic partial charges in e from the natural (NBO) method, atoms 1 to 2: -0.142, 0.110



# 5
The following is a quantum chemistry calculation of a cluster of 2 separate species, C4H13NOS in total at a distorted geometry, from the OMol25 dataset.

Computed properties:
Total energy, Ha: -688.3525
SMILES string: CNCCCS.O
Frontier orbital gap, eV: 9.84

```
20
Properties=species:S:1:pos:R:3:forces:R:3
C 1.03311 -0.54946 -0.78936 0.20 -0.52 1.07
C 0.46537 0.79740 -1.20146 -0.75 -0.30 0.29
S 1.35860 2.25086 -0.61822 0.19 0.30 0.32
C 0.76182 -0.93378 0.67521 -0.03 -0.69 0.45
N -0.66368 -1.10533 1.00856 0.89 0.76 -1.09
C -0.84937 -1.75230 2.27926 -0.45 1.39 1.83
H 2.11319 -0.57924 -0.94726 0.02 0.17 0.00
H 0.63798 -1.39510 -1.35241 -0.32 0.26 -0.45
H 0.44149 0.90185 -2.27360 0.14 0.00 -0.44
H -0.58439 0.88792 -0.89556 0.18 0.04 -0.06
H 0.79921 2.41048 0.60047 0.05 -0.21 -0.27
H 1.29484 -0.31553 1.40656 -0.04 0.52 -0.14
H 1.15614 -1.93257 0.88870 0.34 0.05 -0.50
H -1.11285 -0.19365 1.00628 -0.08 -0.19 0.22
H 0.03739 -2.25678 2.65708 -0.10 -0.90 -0.74
H -0.91004 -1.01568 3.12307 -0.41 -0.09 -0.55
H -1.78748 -2.30813 2.29327 0.37 -0.41 0.09
H -3.08335 -1.21478 -1.64052 -0.29 -0.23 -0.51
H -1.94431 -0.80798 -0.74078 -0.11 -0.34 0.34
O -2.90815 -0.78238 -0.81160 0.16 0.37 0.14
```
Positions in Å, forces in eV/Å.

Atomic partial charges in e from the natural (NBO) method, atoms 1 to 2: -0.428, -0.534



# 6
The following is a quantum chemistry calculation of a cluster of 2 separate species, C4H13NOS in total at a distorted geometry, from the OMol25 dataset.

Computed properties:
Total energy, Ha: -688.3530
SMILES string: CCNCCS.O
Frontier orbital gap, eV: 9.45

```
20
Properties=species:S:1:pos:R:3:forces:R:3
C -1.01091 -0.25757 -0.94869 -0.38 0.09 0.24
N 0.02096 -1.17659 -0.44568 0.57 0.27 0.01
C -0.13356 -1.63085 0.91608 -1.24 0.78 1.57
C -0.19415 -0.45728 1.96426 -0.81 -0.83 -0.68
S 1.41357 0.09122 2.50717 0.55 -0.04 0.05
C -1.35654 -0.47805 -2.39973 -0.01 -0.16 -0.33
H -1.95110 -0.35472 -0.40211 0.07 -0.24 0.34
H -0.71257 0.78661 -0.80499 0.06 0.04 0.00
H 0.86037 -0.60624 -0.42584 0.36 -0.38 -0.30
H 0.61734 -2.33645 1.26440 0.32 -0.08 -0.55
H -1.09201 -2.13749 1.06144 -0.05 -0.15 -0.48
H -0.74378 0.32367 1.43870 0.38 0.46 0.27
H -0.82157 -0.69502 2.82588 0.16 -0.25 -0.01
H 1.84677 -1.15262 2.84231 -0.09 0.48 -0.07
H -0.49699 -0.36434 -3.06246 0.00 0.02 0.06
H -1.76237 -1.48010 -2.54039 0.06 -0.03 -0.03
H -2.12549 0.23844 -2.69366 0.04 0.02 -0.11
H 2.85932 3.18725 -0.53027 0.05 0.89 -0.11
H 2.00602 4.33564 0.01088 0.82 -0.04 -0.62
O 2.77671 4.16448 -0.57729 -0.87 -0.87 0.75
```
Positions in Å, forces in eV/Å.

Atomic partial charges in e from the natural (NBO) method, atoms 1 to 2: -0.229, -0.623